Density functional theory data (ωB97M-V/def2-TZVPD) for a 4-piece molecular cluster, C8H16Cl8 overall.

CARTESIAN COORDINATES (ANGSTROEM)
Cl: -6.9923 -4.3959 15.4479
C: -6.5382 -6.1117 15.6515
C: -4.9868 -6.2298 15.6780
Cl: -4.6528 -7.9345 15.8572
H: -6.9900 -6.6095 14.8239
H: -6.8958 -6.3531 16.6018
H: -4.5139 -5.6377 16.4348
H: -4.6923 -5.9505 14.6463
Cl: -4.0349 -6.7810 10.5411
C: -2.4225 -7.1405 9.8311
C: -2.3079 -8.5928 9.4620
Cl: -0.5870 -8.9439 9.0630
H: -1.6872 -6.8985 10.6558
H: -2.2602 -6.4941 8.9485
H: -2.9011 -8.8642 8.5965
H: -2.6367 -9.3023 10.2118
Cl: -0.4961 -11.1421 17.0507
C: -0.4127 -12.8857 16.6810
C: 1.1090 -13.1984 16.4273
Cl: 1.8291 -12.6719 14.8746
H: -0.9656 -13.0707 15.8181
H: -0.6713 -13.5059 17.5506
H: 1.1916 -14.2854 16.5632
H: 1.6273 -12.6879 17.2269
Cl: -5.4611 -10.9005 11.3321
C: -4.6650 -9.7769 12.3983
C: -3.4435 -10.1744 13.1292
Cl: -3.7673 -11.6224 14.1265
H: -5.4092 -9.4744 13.1205
H: -4.4217 -8.8710 11.8611
H: -3.1397 -9.3367 13.7678
H: -2.6617 -10.4228 12.4471

Properties
electronic energy = -108735.21371 eV
LUMO = 0.479 eV
total charge = 0
E_HOMO = -10.65 eV
SMILES = ClCCCl.ClCCCl.ClCCCl.ClCCCl

Density functional theory data (ωB97M-V/def2-TZVPD) for C3H5NO3 in the gas phase.

CARTESIAN COORDINATES (ANGSTROEM)
C: -1.6964 0.8817 0.2308
C: -0.5938 0.1843 0.1175
O: 0.7342 -0.0222 1.0864
N: 1.8596 0.7988 0.7229
C: -0.1473 -1.1476 -0.2470
O: -0.9494 -2.0753 -0.0776
O: 0.8038 -1.1733 -1.2316
H: -1.6931 1.8535 0.7135
H: -2.6242 0.5030 -0.1906
H: 1.4966 1.7495 0.7106
H: 2.0741 0.5208 -0.2354
H: 0.7359 -2.0731 -1.5995

Properties
electronic energy = -10819.93944 eV
LUMO = 0.348 eV
total charge = 0
E_HOMO = -9.59 eV
SMILES = C=C(ON)C(=O)O

Density functional theory data (ωB97M-V/def2-TZVPD) for a 2-piece molecular cluster, H5NS overall.

CARTESIAN COORDINATES (ANGSTROEM)
N: 1.9241 -1.0541 -0.7004
H: 2.0287 -1.8544 -1.2786
H: 2.4770 -0.2056 -0.9586
H: 2.4849 -1.4226 0.0952
S: -1.1622 0.7048 0.3802
H: -1.0686 -0.1054 1.4568
H: -0.7947 -0.3103 -0.4947

Properties
electronic energy = -12406.14351 eV
LUMO = 0.987 eV
total charge = 0
E_HOMO = -9.28 eV
SMILES = N.S

Density functional theory data (ωB97M-V/def2-TZVPD) for a 2-piece molecular cluster, C14H16O overall.

CARTESIAN COORDINATES (ANGSTROEM)
C: -0.3413 4.7984 1.6416
C: 0.1510 3.3836 1.8048
C: 0.3258 2.6111 0.6302
C: 0.4996 1.2204 0.7346
C: 0.7397 0.6750 1.9750
O: 1.2213 -0.6138 2.1653
C: 0.7646 1.4247 3.1529
C: 0.5534 2.8185 3.0283
H: 0.3697 5.4676 1.1260
H: -0.8573 5.2365 2.4819
H: -1.0246 4.8780 0.7926
H: 0.1903 3.0491 -0.3682
H: 0.6668 0.6503 -0.1548
H: 0.7613 -1.2475 1.5999
H: 0.5026 1.0461 4.1407
H: 0.8457 3.3828 3.8836
C: -1.4957 -2.3072 -3.7364
C: -0.8170 -2.4061 -2.4211
C: 0.2601 -1.5313 -2.1313
C: 1.1312 -1.9493 -1.1671
C: 0.9163 -3.0848 -0.3675
C: -0.3080 -3.7159 -0.4286
C: -1.1994 -3.3640 -1.4906
H: -1.9660 -3.2170 -4.1123
H: -0.8487 -2.1132 -4.5887
H: -2.2533 -1.5196 -3.6910
H: 0.5047 -0.6957 -2.8200
H: 1.8788 -1.2549 -0.6989
H: 1.6966 -3.5433 0.2533
H: -0.6339 -4.4559 0.2739
H: -2.2343 -3.6227 -1.5081

Properties
electronic energy = -16823.08546 eV
LUMO = 0.834 eV
total charge = 0
E_HOMO = -8.24 eV
SMILES = Cc1ccc(O)cc1.Cc1ccccc1

Density functional theory data (ωB97M-V/def2-TZVPD) for C5H12O2 as an isolated structure.

CARTESIAN COORDINATES (ANGSTROEM)
C: -2.0036 -1.0217 0.7023
C: -0.9765 -0.1744 0.0450
C: 0.2639 0.2186 0.8547
O: 0.8628 -0.9993 1.2453
C: 1.2122 1.1201 0.0509
C: 1.3127 0.5677 -1.3724
O: 0.0415 0.4401 -1.9657
H: -2.7603 -1.2343 -0.0605
H: -1.5028 -1.9448 0.9884
H: -2.4755 -0.5371 1.5547
H: -1.4229 0.8021 -0.2815
H: -0.6423 -1.2142 -0.8394
H: -0.0772 0.7875 1.7447
H: 1.6753 -0.8024 1.7225
H: 2.2058 1.1718 0.5326
H: 0.8240 2.1481 0.0374
H: 1.7937 -0.4173 -1.3220
H: 1.9075 1.2211 -2.0141
H: -0.2603 -0.4880 -1.7464

Properties
electronic energy = -9471.92303 eV
LUMO = 0.815 eV
total charge = 0
E_HOMO = -9.22 eV

Density functional theory data (ωB97M-V/def2-TZVPD) for C8H12N2O7 in the gas phase.

CARTESIAN COORDINATES (ANGSTROEM)
N: 3.2828 -0.9869 0.1073
C: 2.1961 -1.0119 1.1177
C: 2.2839 0.2708 2.0335
C: 1.1506 0.5365 3.1963
O: 0.2679 1.4001 3.2247
O: 1.3305 -0.4691 4.0584
C: 0.8537 -1.0946 0.4875
O: -0.2167 -1.2020 1.0873
N: 0.8301 -0.6270 -0.8141
C: -0.1253 -0.0631 -1.5437
C: -1.5261 -0.7928 -1.7748
C: -2.3052 -0.3314 -2.9322
O: -1.9977 0.6426 -3.6352
O: -3.5253 -0.8559 -2.8108
C: -0.6471 1.1678 -0.8276
O: 0.0459 1.6571 0.1323
O: -1.9013 1.8152 -1.1664
H: 4.0843 -1.0481 0.6073
H: 3.1279 -1.6823 -0.7555
H: 2.5139 -1.9189 1.8770
H: 3.4016 0.1966 2.4279
H: 2.0833 1.1159 1.4357
H: 0.2999 -0.4652 4.5343
H: 1.7692 -0.1971 -1.1265
H: 0.1616 0.1163 -2.5628
H: -1.2406 -1.9379 -2.0305
H: -2.2774 -0.6439 -1.0025
H: -4.0053 -0.8308 -3.6503
H: -2.0186 2.6009 -0.4690

Properties
electronic energy = -25800.77550 eV
LUMO = 0.491 eV
total charge = 0
E_HOMO = -9.84 eV
SMILES = N[C@@H](CC(=O)O)C(=O)N[C@@H](CC(=O)O)C(=O)O

Density functional theory data (ωB97M-V/def2-TZVPD) for C4H8O2 in the gas phase.

CARTESIAN COORDINATES (ANGSTROEM)
O: -0.5239 -0.6408 1.4152
C: 0.3923 -1.4761 0.4009
C: 0.0080 -0.7064 -0.8414
C: 0.4569 0.6940 -0.4187
O: -0.1855 1.8040 -1.0271
C: 0.0972 0.6844 1.0855
H: -1.4837 -0.7132 1.1901
H: 0.0026 -2.4862 0.4827
H: -1.0698 -0.6424 -1.1357
H: 0.5729 -1.1026 -1.6898
H: 1.5478 0.7632 -0.5426
H: -0.1726 1.6688 -1.9832
H: -0.6257 1.4538 1.3458
H: 0.9835 0.6997 1.7185

Properties
electronic energy = -8368.28516 eV
LUMO = 0.604 eV
total charge = 0
E_HOMO = -7.12 eV

Density functional theory data (ωB97M-V/def2-TZVPD) for a 13-piece molecular cluster, C3H31NO13S2 overall.

CARTESIAN COORDINATES (ANGSTROEM)
S: -3.6851 0.4931 -2.7171
S: -2.5193 -0.9190 -1.9004
C: -1.5601 0.0431 -0.7365
C: -0.3548 0.6635 -1.3625
C: 0.6618 1.0049 -0.2557
N: 1.8949 0.4230 -0.3291
O: 0.4482 1.9658 0.4324
H: -3.0645 0.7759 -3.7746
H: -2.1579 0.7854 -0.1152
H: -1.1080 -0.6358 0.1166
H: -0.3349 1.5863 -2.0605
H: 0.1283 0.0098 -2.0663
H: 2.1250 -0.2541 -1.1818
H: 2.6222 0.5823 0.3696
H: 1.5682 -2.5875 -0.1395
H: -0.3121 -2.8855 -2.6688
O: 2.3801 -2.1691 -0.4643
H: -1.8925 3.9365 -1.6561
H: -0.4917 4.2076 -1.2969
O: -1.1128 4.1366 -2.0509
H: 1.3051 -1.7796 1.6362
H: 3.0246 -2.8742 -0.4454
O: 1.3864 -1.4973 2.7397
H: -1.3767 1.7908 3.9090
H: -2.2977 2.3422 2.8701
O: -2.2166 1.5877 3.4060
H: -0.9307 3.9107 1.4614
H: -1.2266 2.5682 0.9269
O: -1.6575 3.3111 1.3027
H: -3.1929 -0.5686 3.5508
H: -1.7885 -0.9112 3.7176
O: -2.6519 -1.2868 3.4839
H: 3.0681 2.1209 -2.1313
H: 2.1573 2.1274 -3.4377
O: 2.3108 1.7291 -2.5350
H: 1.9181 -2.2319 3.0686
H: -0.6674 -3.0019 0.8919
O: 0.2336 -3.2807 0.6694
H: -2.5822 -2.0927 1.7836
H: -2.5494 -2.4050 0.2351
O: -2.2110 -2.1282 1.0420
H: 0.1679 -3.6146 -0.1658
H: 0.9143 -2.2701 -2.2914
O: 0.4544 -3.1394 -2.2583
H: 3.2652 -1.3138 -2.9828
H: 2.4342 0.1273 -2.8596
O: 2.3297 -0.9029 -2.8373
H: 2.1408 0.1712 3.1190
H: 2.3588 1.4092 2.6130
O: 2.6447 0.9402 3.3753

Properties
electronic energy = -53390.67324 eV
LUMO = -0.212 eV
total charge = 0
E_HOMO = -9.36 eV

Density functional theory data (ωB97M-V/def2-TZVPD) for C5H7F3N2O4S in the gas phase.

CARTESIAN COORDINATES (ANGSTROEM)
N: 3.9078 2.0756 -0.3663
S: 3.1633 0.7785 -0.4038
O: 2.6136 0.4969 -1.7040
O: 1.8171 0.9995 0.5872
C: 0.7200 0.2872 0.4059
N: 0.7436 -0.9826 0.2933
O: 1.7221 -1.7268 0.6482
C: -0.4980 -1.5244 -0.1712
O: -0.3420 -2.2642 -1.4424
C: -1.4066 -0.2763 -0.2984
C: -0.4796 0.9167 -0.2379
C: 4.2009 -0.6131 0.2026
F: 4.0502 -0.7605 1.4942
F: 3.9156 -1.8169 -0.4582
F: 5.4536 -0.2746 -0.0553
H: 4.1232 2.3101 0.5488
H: -0.6798 -2.3702 0.6287
H: 0.0155 -3.0917 -1.2054
H: -2.0983 -0.2748 0.6409
H: -2.0984 -0.4057 -1.1474
H: -0.9229 1.7097 0.2854
H: -0.0863 1.2860 -1.2116

Properties
electronic energy = -35451.17287 eV
LUMO = 0.133 eV
total charge = 0
E_HOMO = -9.00 eV
SMILES = N=[S@](=O)(OC1=[N+]([O-])[C@H](O)CC1)C(F)(F)F

Density functional theory data (ωB97M-V/def2-TZVPD) for C28H33As2Br4O3V as an isolated structure.

CARTESIAN COORDINATES (ANGSTROEM)
V: 0.0824 -0.4800 0.7571
Br: 3.9954 4.8652 -0.9914
C: 3.1224 3.2011 -0.9588
C: 3.4125 2.2333 -1.9306
Br: 4.6788 2.5776 -3.2772
C: 2.7602 0.9998 -1.9083
Br: 3.0783 -0.3649 -3.1564
C: 1.8262 0.7640 -0.9165
O: 1.1285 -0.3827 -0.7593
C: 1.5502 1.7137 0.0704
O: 0.6584 1.3122 0.9703
C: 2.1882 2.9455 0.0458
Br: 1.7392 4.1770 1.3880
C: -3.5279 0.9431 0.7347
As: -1.9885 0.4543 -0.3305
C: -1.5421 2.0505 -1.3201
C: -2.6301 -0.8131 -1.6409
C: -3.5661 -0.4182 -2.5911
C: -3.9997 -1.3140 -3.5556
C: -3.4990 -2.6081 -3.5750
C: -2.5707 -3.0090 -2.6263
C: -2.1315 -2.1173 -1.6535
As: -0.8688 -2.6553 -0.2900
C: 0.3415 -3.8895 -1.1583
C: -1.9333 -3.7543 0.9012
H: -4.3456 1.2208 0.0712
H: -3.2633 1.7872 1.3694
H: -3.8311 0.1035 1.3568
H: -2.4188 2.4374 -1.8362
H: -0.7638 1.8069 -2.0415
H: -1.1668 2.7909 -0.6152
H: -3.9575 0.5925 -2.5913
H: -4.7237 -1.0002 -4.2952
H: -3.8313 -3.3063 -4.3313
H: -2.1882 -4.0221 -2.6531
H: 0.8128 -3.3830 -1.9986
H: -0.1841 -4.7792 -1.5000
H: 1.1075 -4.1795 -0.4403
H: -2.3993 -4.5699 0.3511
H: -2.7033 -3.1383 1.3628
H: -1.2869 -4.1555 1.6808
C: -1.2456 1.2764 4.3077
C: -1.2566 -0.1424 4.8873
C: -2.3710 -0.9975 4.2711
C: 0.1101 -0.7914 4.8090
C: 0.8521 -1.0331 5.9556
C: 2.1102 -1.6149 5.8897
C: 2.6536 -1.9753 4.6689
C: 1.9554 -1.7579 3.4863
C: 2.5549 -2.0684 2.1327
C: 3.3459 -3.3737 2.1056
C: 3.4064 -0.8910 1.6434
C: 0.6952 -1.1614 3.5932
O: 0.0007 -0.9091 2.4436
H: -2.2278 1.7391 4.4232
H: -0.9838 1.2750 3.2483
H: -0.5156 1.9030 4.8203
H: -1.4809 -0.0534 5.9532
H: -2.3453 -0.9605 3.1802
H: -3.3451 -0.6312 4.5980
H: -2.2833 -2.0408 4.5778
H: 0.4370 -0.7596 6.9179
H: 2.6701 -1.7871 6.7990
H: 3.6372 -2.4246 4.6370
H: 1.7243 -2.2021 1.4190
H: 4.2236 -3.3214 2.7498
H: 3.7017 -3.5746 1.0942
H: 2.7356 -4.2145 2.4377
H: 4.2715 -0.7571 2.2944
H: 2.8428 0.0450 1.6581
H: 3.7641 -1.0666 0.6268

Properties
electronic energy = -463244.98388 eV
LUMO (alpha / beta) = -4.210 / -3.576 eV
total charge = +1
spin multiplicity = 2
E_HOMO (alpha / beta) = -10.68 / -10.71 eV

Density functional theory data (ωB97M-V/def2-TZVPD) for a 7-piece molecular cluster, C59H74BClN3O16PS overall.

CARTESIAN COORDINATES (ANGSTROEM)
H: -4.3495 3.9285 2.1243
N: -4.3765 3.6250 1.1532
C: -5.4508 4.0118 0.6011
N: -6.4627 4.7612 1.2518
N: -5.7507 3.6928 -0.7463
C: -6.6082 2.4859 -0.8434
C: -5.9587 1.2223 -0.2949
C: -4.4760 1.0464 -0.6857
C: -4.1718 -0.3084 -1.3691
C: -3.3676 -1.2432 -0.4542
O: -2.4845 -2.0965 -1.1506
C: -1.1399 -1.6775 -1.1947
Cl: -0.5294 -2.3570 -2.7689
C: -0.9498 -0.1617 -1.3220
C: 0.4325 0.3437 -1.7201
C: 0.4842 1.8906 -1.5358
C: 1.1854 2.6410 -2.6848
C: 2.2415 3.6075 -2.1443
C: 2.7736 4.5754 -3.2091
C: 4.1677 5.1456 -2.9004
C: 4.4333 5.3779 -1.4085
C: -0.2964 -2.3843 -0.0331
C: -0.8866 -3.8141 0.0903
C: 0.0162 -4.8493 0.7581
C: 0.0330 -4.8410 2.2827
C: 0.6158 -6.1118 2.8794
O: 0.8511 -5.9344 4.2897
O: 1.0416 -2.4774 -0.5118
C: 2.0681 -2.3709 0.4449
B: -0.4989 -1.5719 1.3473
O: -1.3128 -2.1126 2.3378
C: 0.1074 -0.1521 1.7065
C: 0.7281 -0.1115 3.1177
P: -4.6038 -2.3597 0.4235
S: -4.8293 -4.1221 -0.3560
H: -6.1296 5.1458 2.1276
H: -6.7340 5.5573 0.6846
H: -6.2968 4.4580 -1.1243
H: -6.8676 2.3115 -1.8869
H: -7.5470 2.6951 -0.3202
H: -6.5500 0.3722 -0.6312
H: -6.0476 1.2363 0.7942
H: -3.9055 1.1130 0.2382
H: -4.1451 1.8704 -1.3111
H: -3.6682 -0.1947 -2.3241
H: -5.1206 -0.7987 -1.5956
H: -2.9007 -0.6892 0.3591
H: -1.6266 0.1616 -2.1157
H: -1.2875 0.3683 -0.4334
H: 1.2233 -0.0773 -1.1066
H: 0.6364 0.1239 -2.7624
H: -0.5342 2.2583 -1.4056
H: 1.0139 2.0825 -0.6011
H: 1.6274 1.9556 -3.4048
H: 0.4294 3.2589 -3.1743
H: 1.7898 4.1873 -1.3374
H: 3.0342 3.0146 -1.6810
H: 2.0705 5.4075 -3.2703
H: 2.7821 4.0391 -4.1584
H: 4.9504 4.4968 -3.2827
H: 4.2700 6.0933 -3.4300
H: 4.7635 4.4516 -0.9446
H: 3.5695 5.7955 -0.8954
H: 5.2536 6.0878 -1.2916
H: -1.8419 -3.7964 0.6083
H: -1.1154 -4.1923 -0.9047
H: -0.3647 -5.8303 0.4573
H: 1.0348 -4.8212 0.3704
H: -0.9646 -4.6543 2.6847
H: 0.6484 -4.0122 2.6556
H: 1.5677 -6.3442 2.4043
H: -0.1159 -6.9083 2.7804
H: 0.2590 -5.2418 4.5832
H: 2.2521 -1.3428 0.7661
H: 1.9250 -3.0204 1.3106
H: 2.9845 -2.7061 -0.0405
H: -2.2007 -1.7361 2.3056
H: -0.7200 0.5650 1.6644
H: 0.8578 0.1828 0.9933
H: 1.7117 -0.5765 3.1089
H: 0.8755 0.9302 3.4057
H: 0.0757 -0.5814 3.8495
H: -5.8031 -1.6333 0.3613
H: -4.2170 -2.3593 1.7700
O: -1.8822 3.0947 6.3583
C: -2.2760 2.3570 5.4839
C: -2.8109 1.0055 5.7952
C: -3.2387 0.1974 4.8291
C: -3.2082 0.6183 3.4149
O: -3.6116 -0.1229 2.5308
C: -2.6833 1.9638 3.0929
C: -2.2472 2.7721 4.0559
H: -2.8311 0.7236 6.8399
H: -3.6346 -0.7906 5.0307
H: -2.6767 2.2419 2.0444
H: -1.8547 3.7605 3.8519
O: 2.8559 -12.6365 4.8062
C: 2.1209 -11.8075 4.3144
C: 1.0400 -12.1992 3.3735
C: 0.2356 -11.2886 2.8332
C: 0.3840 -9.8470 3.1473
O: -0.3492 -9.0147 2.6564
C: 1.4628 -9.4519 4.0889
C: 2.2670 -10.3638 4.6294
H: 0.9484 -13.2560 3.1563
H: -0.5570 -11.5529 2.1444
H: 1.5485 -8.3934 4.3074
H: 3.0595 -10.1027 5.3191
O: -6.4190 -0.9106 5.9839
C: -7.2214 -0.1998 5.4161
C: -6.9035 0.4155 4.1050
C: -7.7741 1.2009 3.4767
C: -9.1070 1.4917 4.0646
O: -9.9024 2.2051 3.4946
C: -9.4258 0.8746 5.3780
C: -8.5522 0.0904 6.0042
H: -5.9286 0.1861 3.6932
H: -7.5602 1.6616 2.5195
H: -10.4017 1.1005 5.7881
H: -8.7639 -0.3693 6.9611
O: 7.0324 5.5230 -3.7858
C: 7.6679 6.4808 -3.3994
C: 8.5432 6.3854 -2.2022
C: 9.2392 7.4340 -1.7721
C: 9.1671 8.7407 -2.4739
O: 9.8074 9.6968 -2.0873
C: 8.2911 8.8373 -3.6670
C: 7.5970 7.7873 -4.0961
H: 8.5782 5.4218 -1.7097
H: 9.8846 7.3883 -0.9040
H: 8.2517 9.7942 -4.1539
H: 6.9539 7.8369 -4.9656
O: -0.8990 -13.7151 0.1896
C: -1.2286 -12.9119 -0.6585
C: -2.6430 -12.4912 -0.8132
C: -3.0028 -11.6124 -1.7446
C: -2.0041 -11.0148 -2.6678
O: -2.3313 -10.2162 -3.5164
C: -0.5883 -11.4359 -2.5105
C: -0.2296 -12.3146 -1.5788
H: -3.3537 -12.9387 -0.1302
H: -4.0280 -11.2912 -1.8766
H: 0.1227 -10.9885 -3.1931
H: 0.7957 -12.6359 -1.4459
O: 8.1456 10.1041 -6.2952
C: 8.8696 10.8430 -6.9317
C: 10.1729 11.2946 -6.3841
C: 10.9661 12.1051 -7.0788
C: 10.5814 12.5893 -8.4293
O: 11.3043 13.3257 -9.0625
C: 9.2760 12.1356 -8.9744
C: 8.4829 11.3252 -8.2795
H: 10.4348 10.9307 -5.3978
H: 11.9203 12.4488 -6.7007
H: 9.0152 12.5010 -9.9593
H: 7.5282 10.9810 -8.6563

Properties
electronic energy = -132929.18703 eV
LUMO = -2.187 eV
total charge = 0
E_HOMO = -8.38 eV
SMILES = [H]/N=C(\N)NCCCC[C@H](O[C@@](Cl)(CCCCCCCC)[C@@](CCCCO)(OC)B(O)CC)[PH2]=S.O=C1C=CC(=O)C=C1.O=C1C=CC(=O)C=C1.O=C1C=CC(=O)C=C1.O=C1C=CC(=O)C=C1.O=C1C=CC(=O)C=C1.O=C1C=CC(=O)C=C1